Record 1
Below is a structure of composition C37H47AsIrN3O2PS, with properties calculated with ωB97M-V/def2-TZVPD.

Summary:
Energy above the lowest of the compared OMol25 structures with the same formula, charge and spin = 0.936 eV
Kohn-Sham gap (alpha / beta) = 5.558 / 5.106 eV
Total charge = +2
Multiplicity = 2
⟨S²⟩ = 0.76

Element x y z (Å)
Ir 1.00 -0.71 1.70
As -2.69 0.60 -2.75
S -0.78 -1.92 2.28
P -0.12 0.59 0.08
O 1.20 0.72 3.45
O 1.91 -1.32 3.92
N 2.01 -2.11 0.62
N 4.18 -1.33 0.25
N 2.13 -1.06 6.48
C 0.49 -1.09 -2.01
C 1.30 1.17 -2.26
C 1.59 -0.16 4.26
C -0.19 4.28 1.75
C -3.16 -3.44 -3.87
C -0.23 2.37 0.28
C -0.01 2.92 1.55
C 5.82 -1.49 -1.66
C 4.06 1.09 -0.37
C -6.21 2.96 -3.02
C 3.67 -3.67 -0.19
C -5.02 2.41 -2.55
C 0.37 -0.06 7.77
C -3.36 -1.23 -2.91
C 1.88 0.82 -3.47
C 5.57 -1.58 -0.16
C -1.88 0.04 0.06
C -2.68 -2.14 -3.71
C 3.90 0.04 0.71
C 1.19 -1.34 7.64
C -0.63 3.19 -0.78
C 1.76 -0.48 -3.95
C -4.31 1.51 -3.33
C -5.02 -2.91 -2.43
C -4.33 -3.82 -3.22
C -4.77 1.21 -4.61
C 0.24 0.44 6.33
C -6.67 2.64 -4.28
C -0.82 4.55 -0.56
C -4.54 -1.62 -2.28
C 3.26 -2.29 0.25
C 0.56 0.23 -1.55
C -2.89 0.81 -0.79
C -0.61 5.09 0.71
C -5.95 1.76 -5.08
C 1.64 0.18 5.75
C 1.09 -1.44 -3.20
H 1.05 -2.46 -3.55
H 1.44 2.17 -1.87
H 0.56 -2.19 7.38
H -5.94 -3.21 -1.94
H 1.75 -1.58 8.53
H 6.86 -1.74 -1.87
H 2.80 -4.32 -0.26
H -7.59 3.08 -4.65
H -6.77 3.65 -2.39
H 2.44 1.56 -4.04
H -0.01 4.71 2.73
H 5.19 -2.17 -2.23
H -1.14 5.18 -1.38
H -4.66 2.68 -1.56
H -2.87 1.87 -0.55
H -4.71 -4.83 -3.35
H 5.88 -2.55 0.21
H -4.20 0.53 -5.24
H 2.22 -0.75 -4.89
H -2.18 0.10 1.10
H -0.77 6.15 0.87
H 6.19 -0.84 0.35
H 5.11 1.23 -0.62
H 0.30 2.29 2.37
H 3.66 2.05 -0.02
H 3.51 0.80 -1.26
H -0.03 -1.84 -1.42
H -1.88 -1.02 -0.21
H -0.02 1.49 6.26
H 4.16 -3.65 -1.15
H 4.57 0.26 1.55
H 3.09 -0.97 6.79
H -0.60 -0.25 8.23
H 2.87 0.08 1.10
H -5.10 -0.91 -1.68
H -2.64 -4.14 -4.50
H -0.79 2.78 -1.77
H 4.35 -4.10 0.54
H 0.90 0.67 8.38
H 2.11 -1.77 5.74
H 2.32 1.01 5.92
H -0.50 -0.15 5.78
H -6.31 1.51 -6.07
H 5.63 -0.48 -2.04
H 1.46 -2.95 0.59
H -3.88 0.43 -0.53
H -1.78 -1.83 -4.23

The net atomic charges from Mulliken, expressed in e, are: 2.50 0.51 -0.36 0.77 -0.87 -0.94 -0.78 0.26 0.04 -0.74 -1.55 0.68 -0.67 -0.68 0.93 -0.75 -0.94 -1.55 -0.72 -1.80 -0.26 -0.62 0.23 -0.73 -1.02 -1.71 -0.18 0.78 -0.59 -0.26 -0.77 0.36 -0.74 -0.45 -0.50 -0.70 -0.45 -0.90 -0.32 1.22 1.92 -1.49 -0.72 -0.67 -0.28 -0.94 0.59 0.56 0.30 0.42 0.36 0.42 0.47 0.38 0.40 0.48 0.49 0.23 0.49 0.25 0.72 0.41 0.54 0.40 0.49 0.65 0.42 0.42 0.44 0.36 0.45 0.30 0.43 0.64 0.41 0.31 0.45 0.40 0.39 -1.32 0.33 0.43 0.42 0.37 0.33 0.29 0.36 0.31 0.39 0.28 0.36 0.92 0.50

Record 2
Below is a structure of composition C10H31MgO6S5, with properties calculated with ωB97M-V/def2-TZVPD.

Summary:
Energy above the lowest of the compared OMol25 structures with the same formula, charge and spin = 13.400 eV
Kohn-Sham gap = 2.434 eV
Total charge = +1

Element x y z (Å)
S -1.33 3.87 -3.97
S -0.08 -0.86 7.27
S 5.41 2.92 1.24
S -5.52 -0.96 1.58
S 0.27 -3.41 -6.66
Mg -0.31 2.20 1.94
O 0.86 -0.89 0.55
O -4.46 0.07 1.92
O -0.18 0.28 6.27
O 1.15 -3.61 -7.87
O -0.55 4.34 -2.74
O 4.03 2.74 1.85
C 5.32 2.92 -0.59
C 1.28 -1.95 6.69
C -4.69 -2.67 1.70
C -0.23 4.31 -5.40
C 1.26 -3.82 -5.18
C 6.22 1.27 1.49
C 0.72 -0.16 8.73
C -2.51 5.28 -4.28
C -0.93 -4.77 -6.53
C -6.78 -1.12 2.90
H -0.02 5.38 -5.51
H 7.21 1.14 1.06
H 2.19 -1.38 6.52
H 1.98 -4.61 -5.39
H -0.68 3.99 -6.34
H 6.23 1.00 2.55
H 0.91 -1.01 9.38
H -6.51 -1.64 3.82
H -7.09 -0.12 3.20
H 1.74 -2.91 -4.84
H -3.11 5.05 -5.17
H 1.42 -2.66 7.51
H -0.55 -5.79 -6.51
H 1.37 -1.61 0.13
H -1.51 -4.67 -5.61
H 1.63 0.42 8.59
H 6.31 2.84 -1.03
H -3.92 -2.72 0.94
H 0.52 -4.10 -4.43
H 5.60 0.49 1.05
H -3.98 -2.67 2.53
H 0.73 3.81 -5.34
H -7.70 -1.62 2.59
H -5.39 -3.48 1.51
H -3.25 5.44 -3.49
H -1.57 -4.68 -7.40
H 0.00 0.45 9.28
H 4.86 3.85 -0.92
H 0.96 -2.55 5.84
H -2.01 6.24 -4.40
H 4.68 2.15 -1.02

The net atomic charges from Mulliken, expressed in e, are: 0.50 0.49 0.50 0.49 0.50 1.30 -0.54 -0.63 -0.64 -0.61 -0.63 -0.63 -0.90 -0.88 -0.95 -0.90 -0.83 -0.93 -0.91 -0.93 -0.93 -0.92 0.31 0.36 0.30 0.29 0.36 0.32 0.35 0.32 0.32 0.30 0.35 0.34 0.33 0.26 0.34 0.32 0.35 0.33 0.29 0.30 0.32 0.31 0.35 0.35 0.32 0.31 0.32 0.31 0.32 0.31 0.31

Record 3
Below is an isolated molecule of C8H10ClOP, with properties calculated with ωB97M-V/def2-TZVPD.

Summary:
Energy above the lowest of the compared OMol25 structures with the same formula, charge and spin = 6.376 eV
Kohn-Sham gap (alpha / beta) = 6.790 / 6.571 eV

Element x y z (Å)
Cl 3.43 -2.75 -0.46
P 1.93 -0.20 -0.53
O -2.36 -0.37 -2.69
C 1.16 -0.44 1.00
C 3.57 -0.99 -0.13
C -2.52 0.32 1.76
C -0.14 -0.25 1.44
C -1.69 0.21 -0.48
C -0.61 1.24 -2.24
C -1.36 0.08 0.80
C -1.69 0.20 -1.84
H -2.32 1.20 2.37
H 4.35 -0.60 -0.80
H 0.09 0.73 -2.90
H -3.45 0.47 1.21
H 3.88 -0.87 0.91
H 1.82 -0.79 1.79
H -0.26 -0.34 2.52
H -2.64 -0.54 2.41
H -1.12 2.03 -2.78
H -0.07 1.65 -1.39

The net atomic charges from Mulliken, expressed in e, are: -0.16 0.13 -0.60 -0.58 -0.57 -1.62 -0.44 0.04 -1.04 1.28 0.39 0.31 0.32 0.29 0.39 0.30 0.21 0.33 0.39 0.35 0.27